No. 1
Below is 2 unconnected molecules or ions with the total composition C3H10N2O2 at a distorted geometry, with properties calculated with ωB97M-V/def2-TZVPD.

```
17
Properties=species:S:1:pos:R:3:mulliken_charge:R:1
C 1.0978 -0.2632 -0.4985 -1.022
C 0.3429 -0.3087 0.7726 -0.353
C 0.5811 0.6737 1.9199 -0.059
N -0.4414 1.5741 2.1816 -0.639
O 1.5629 0.6346 2.6314 -0.346
N 0.7147 -1.4520 -1.3399 -0.673
H 2.1920 -0.2011 -0.4578 0.495
H 0.9148 0.6180 -1.1467 0.583
H 0.3490 -1.3068 1.2132 0.257
H -0.7180 -0.1369 0.5142 -0.342
H -0.6589 1.7758 3.1320 0.333
H -1.1992 1.6251 1.5130 0.605
H 1.5277 -1.8059 -1.7893 0.247
H 0.0248 -1.0538 -1.9832 0.383
H -1.7659 -0.0276 -2.9449 0.602
H -2.1400 0.0293 -1.4335 0.468
O -2.3844 -0.3747 -2.2842 -1.538
```

Properties
<S²>: 0.7505
net charge: -1
E_HOMO (spin up / spin down): 0.0242 / -0.2175 Ha
multiplicity: 2
gap between HOMO and LUMO (spin up / spin down): 3.334 / 9.778 eV
lowest unoccupied orbital energy (spin up / spin down): 3.99 / 3.86 eV

=====

No. 2
Below is 2 unconnected molecules or ions with the total composition C3H10N2O2, with properties calculated with ωB97M-V/def2-TZVPD.

```
17
Properties=species:S:1:pos:R:3:mulliken_charge:R:1
N -0.3377 1.7815 1.3411 -0.727
C 0.6841 0.9690 0.6577 -0.350
C 0.5527 -0.4767 1.1026 -0.643
N 1.0048 -1.3978 0.0347 -0.613
H -0.4376 2.6642 0.8521 0.244
H -1.2322 1.3250 1.1807 0.287
H 1.6686 1.3557 0.9338 0.384
H 0.5748 1.0376 -0.4223 0.250
H -0.4877 -0.7218 1.2944 0.356
H 1.1510 -0.6232 2.0001 0.343
H 1.0141 -2.3487 0.3818 0.221
H 1.9475 -1.1771 -0.2598 0.228
O -2.0596 -0.0963 -0.8568 -0.484
C -1.5906 -0.3191 -1.9380 0.115
O -0.4141 -0.8575 -2.1639 -0.478
H -2.0958 -0.0768 -2.8689 0.385
H 0.0578 -1.0380 -1.2692 0.483
```

Properties
net charge: 0
E_HOMO: -0.3471 Ha
multiplicity: 1
gap between HOMO and LUMO: 10.311 eV
lowest unoccupied orbital energy: 0.87 eV
structure (SMILES): NCCN.O=CO

=====

No. 3
Below is 2 unconnected molecules or ions with the total composition C3H10N2O2 at a distorted geometry, with properties calculated with ωB97M-V/def2-TZVPD.

```
17
Properties=species:S:1:pos:R:3:mulliken_charge:R:1
N -2.0745 1.2105 0.6088 -0.645
C -1.3791 0.0656 1.2395 -0.336
N -0.5560 -0.6525 0.3205 -0.268
C 0.6766 -1.3050 0.7411 -0.553
C 1.7872 -1.0705 -0.2564 0.043
O 2.8028 -0.5437 0.1182 -0.466
H -1.8455 1.2160 -0.3821 0.224
H -3.0707 1.0034 0.5706 0.251
H -0.8193 0.5037 2.0633 0.267
H -2.1204 -0.5546 1.7481 0.277
H -1.0727 -1.2771 -0.2834 0.215
H 0.5212 -2.3744 0.8436 0.329
H 1.1080 -0.8246 1.6281 0.348
H 1.7237 -1.6888 -1.1651 0.322
O 1.3951 2.4624 -2.4210 -0.624
H 0.7294 1.8212 -2.7075 0.305
H 2.1942 2.0085 -2.6662 0.311
```

Properties
net charge: 0
E_HOMO: -0.3273 Ha
multiplicity: 1
gap between HOMO and LUMO: 9.562 eV
lowest unoccupied orbital energy: 0.66 eV
structure (SMILES): NCNCC=O.O

=====

No. 4
Below is 2 unconnected molecules or ions with the total composition C3H10N2O2 at a distorted geometry, with properties calculated with ωB97M-V/def2-TZVPD.

```
17
Properties=species:S:1:pos:R:3:mulliken_charge:R:1
N 0.0524 -1.6404 -2.1864 -0.629
C -0.1421 -1.5038 -0.6790 -0.613
C 0.3448 -0.2166 -0.0045 -0.129
N 0.3443 -0.2218 1.4377 -0.213
C -0.5809 -0.6894 2.3976 0.047
O -0.8923 -0.2506 3.5133 -0.537
H -0.8521 -1.7426 -2.7316 0.258
H 0.5374 -2.5207 -2.4810 0.255
H -1.1736 -1.7269 -0.3413 0.316
H 0.2717 -2.3479 -0.1180 0.362
H -0.3662 0.7029 -0.3163 0.168
H 1.4078 -0.0168 -0.3386 0.229
H 0.5988 0.6281 1.8435 0.224
H -0.9262 -1.6735 1.9756 0.263
O 0.7660 3.9341 -3.1295 -0.627
H 0.0242 3.2795 -3.2802 0.319
H 0.9809 3.4448 -2.3262 0.308
```

Properties
net charge: 0
E_HOMO: -0.3682 Ha
multiplicity: 1
gap between HOMO and LUMO: 10.426 eV
lowest unoccupied orbital energy: 0.41 eV
structure (SMILES): NCCNC=O.O

=====

No. 5
Below is 2 unconnected molecules or ions with the total composition C3H10N2O2 at a distorted geometry, with properties calculated with ωB97M-V/def2-TZVPD.

```
17
Properties=species:S:1:pos:R:3:mulliken_charge:R:1
C -2.0838 -0.2652 -1.0661 -0.596
C -1.2721 0.1003 -0.0434 -0.283
N -0.7215 1.4794 0.1165 0.090
N 0.4851 1.6108 0.7567 -0.727
O -0.6570 2.0934 -1.1481 -0.443
H -2.0225 0.2246 -2.0244 0.269
H -2.8386 -1.0243 -0.9339 0.263
H -1.4692 -0.2957 0.9497 0.364
H 1.1358 0.6333 0.3991 0.503
H 0.3031 1.6724 1.7541 0.247
H 0.2885 2.2089 -1.3441 0.365
C 1.7661 -1.6072 0.6182 -0.598
O 1.2871 -0.5944 -0.2480 -0.642
H 2.2294 -2.4090 0.0385 0.230
H 0.9600 -2.0402 1.2218 0.246
H 2.5149 -1.1758 1.2867 0.289
H 0.0948 -0.6111 -0.3332 0.423
```

Properties
net charge: 0
E_HOMO (spin up / spin down): -0.3035 / -0.3035 Ha
multiplicity: 1
gap between HOMO and LUMO (spin up / spin down): 8.667 / 8.667 eV
lowest unoccupied orbital energy (spin up / spin down): 0.41 / 0.41 eV
structure (SMILES): C=CN(N)O.CO

=====

No. 6
Below is 2 unconnected molecules or ions with the total composition C3H10N2O2 at a distorted geometry, with properties calculated with ωB97M-V/def2-TZVPD.

```
17
Properties=species:S:1:pos:R:3:mulliken_charge:R:1
C 1.6801 1.6842 0.3083 -0.892
C 1.1479 0.3434 0.8733 -0.774
N -0.2802 0.1334 0.7086 -0.011
C -0.9597 0.0981 -0.4776 0.293
N -0.2455 -0.5068 -1.5256 -0.309
O -2.1520 0.3194 -0.5772 -0.627
H 1.5698 1.6631 -0.7711 0.277
H 2.7192 1.6907 0.6388 0.375
H 1.0885 2.5058 0.7112 0.289
H 1.7001 -0.4474 0.3682 0.291
H 1.5162 0.3050 1.8998 0.414
H -0.9114 0.3259 1.4738 0.239
H -0.7369 -0.6747 -2.3740 0.208
H 0.7129 -0.6218 -1.2411 0.190
O -2.3532 -2.5951 0.1460 -0.641
H -1.5408 -2.3845 -0.3148 0.340
H -2.9550 -1.8385 0.1536 0.336
```

Properties
net charge: 0
E_HOMO: -0.3613 Ha
multiplicity: 1
gap between HOMO and LUMO: 10.528 eV
lowest unoccupied orbital energy: 0.70 eV
structure (SMILES): CCNC(N)=O.O

=====

No. 7
Below is 2 unconnected molecules or ions with the total composition C3H10N2O2 at a distorted geometry, with properties calculated with ωB97M-V/def2-TZVPD.

```
17
Properties=species:S:1:pos:R:3:mulliken_charge:R:1
N 2.2841 -0.8014 0.9632 -0.574
C 1.3971 -0.5394 -0.1581 -0.162
N -0.0056 -0.0815 0.2366 -0.526
C -1.1072 -0.8706 -0.4931 -0.452
C -2.4217 -0.2050 -0.2135 -0.078
O -3.1515 -0.6238 0.6864 -0.473
H 3.3053 -0.9198 0.7607 0.225
H 2.1204 -0.2831 1.7411 0.147
H 1.8895 0.3343 -0.6750 0.232
H 1.4000 -1.3903 -0.9720 0.239
H -0.1825 -0.2313 1.2828 0.229
H -1.0553 -1.9490 -0.1965 0.398
H -0.9967 -0.7405 -1.6217 0.344
H -2.5090 0.8499 -0.6169 0.309
O -0.6757 2.6354 -0.3845 -0.695
H 0.1295 3.1356 -0.1777 0.307
H -0.4206 1.6806 -0.1617 0.531
```

Properties
net charge: 0
E_HOMO: -0.3427 Ha
multiplicity: 1
gap between HOMO and LUMO: 9.967 eV
lowest unoccupied orbital energy: 0.64 eV
structure (SMILES): NCNCC=O.O

=====

No. 8
Below is 3 unconnected molecules or ions with the total composition C3H10N2O2 at a distorted geometry, with properties calculated with ωB97M-V/def2-TZVPD.

```
17
Properties=species:S:1:pos:R:3:mulliken_charge:R:1
N 0.0095 0.2326 -1.3432 -0.061
C 0.1330 0.7144 0.0061 0.358
C -1.2580 0.8110 0.6926 -1.344
C 0.9627 -0.3043 0.8394 0.432
N 1.3647 -1.3776 0.1536 -0.484
O 1.0875 -0.0589 2.0473 -0.390
H 0.7920 -0.4003 -1.5606 0.390
H 4.7103 -0.1375 -0.0108 0.009
H 0.6842 1.6496 0.1217 0.285
H -1.6891 -0.1885 0.6648 0.408
H -1.0970 1.0113 1.7483 0.417
H -1.9197 1.4626 0.1336 0.354
H 1.7302 -1.9813 0.9063 0.349
H 4.5567 0.5125 -0.3004 -0.007
H -0.9242 -0.0818 -1.7187 0.319
H -3.3849 -0.3373 -2.4616 0.347
O -2.6249 -0.1449 -1.8870 -0.382
```

Properties
<S²>: 1.7818
net charge: +1
E_HOMO (spin up / spin down): -0.5822 / -0.5668 Ha
multiplicity: 2
gap between HOMO and LUMO (spin up / spin down): 7.643 / 7.787 eV
lowest unoccupied orbital energy (spin up / spin down): -8.20 / -7.64 eV

=====

No. 9
Below is 2 unconnected molecules or ions with the total composition C3H10N2O2 at a distorted geometry, with properties calculated with ωB97M-V/def2-TZVPD.

```
17
Properties=species:S:1:pos:R:3:mulliken_charge:R:1
C 0.1484 2.1926 0.9839 -0.750
N -0.3770 0.8725 0.6357 -0.018
C -0.6688 0.8454 -0.8135 -0.854
H 1.1211 2.4685 0.5486 0.342
H -0.4903 3.1113 0.7293 0.354
H 0.1619 2.2020 2.1028 0.345
H -1.2640 0.7782 1.1295 0.334
H -1.5586 1.5039 -0.9567 0.412
H -1.0177 -0.1683 -1.1128 0.310
H 0.2494 1.0579 -1.3730 0.403
N 1.0111 -1.9141 0.4677 -0.478
C 0.0459 -2.4108 -0.4192 0.613
O 0.3840 -2.2159 -1.7389 -0.441
O -0.9354 -3.0839 -0.0924 -0.505
H 0.6897 -2.1997 1.3739 0.297
H 1.1407 -0.8986 0.3867 0.262
H 1.3596 -2.1410 -1.8517 0.373
```

Properties
<S²>: 0.7552
net charge: +1
E_HOMO (spin up / spin down): -0.5252 / -0.5209 Ha
multiplicity: 2
gap between HOMO and LUMO (spin up / spin down): 10.635 / 4.875 eV
lowest unoccupied orbital energy (spin up / spin down): -3.66 / -9.30 eV

=====

No. 10
Below is 2 unconnected molecules or ions with the total composition C3H10N2O2 at a distorted geometry, with properties calculated with ωB97M-V/def2-TZVPD.

```
17
Properties=species:S:1:pos:R:3:mulliken_charge:R:1
N 1.8385 -2.6544 -1.4214 -0.418
C 1.2703 -1.6464 -0.7618 0.802
O 1.9602 -0.7169 -0.2151 -0.342
O 0.0510 -1.5389 -0.5647 -0.637
H 1.1944 -3.1760 -2.0018 0.271
H 2.7404 -2.4558 -1.8336 0.281
C -1.9312 0.9587 0.0185 -0.850
N -0.7558 0.5961 0.8527 0.052
C 0.2341 1.6875 1.0878 -0.846
H -2.3605 0.0586 -0.4082 0.324
H -2.6750 1.4876 0.5979 0.380
H -1.6312 1.5838 -0.8155 0.365
H -0.2964 -0.1866 0.3284 0.168
H -1.0894 0.2157 1.7322 0.375
H 0.7871 1.8486 0.1652 0.345
H 0.9456 1.3448 1.8378 0.344
H -0.2820 2.5936 1.4017 0.386
```

Properties
<S²>: 0.7569
net charge: +1
E_HOMO (spin up / spin down): -0.5724 / -0.5674 Ha
multiplicity: 2
gap between HOMO and LUMO (spin up / spin down): 12.759 / 8.143 eV
lowest unoccupied orbital energy (spin up / spin down): -2.82 / -7.30 eV

=====

No. 11
Below is 2 unconnected molecules or ions with the total composition C3H10N2O2S at a distorted geometry, with properties calculated with ωB97M-V/def2-TZVPD.

```
18
Properties=species:S:1:pos:R:3:mulliken_charge:R:1
N 0.7171 1.6020 0.0874 -0.326
C 0.0773 0.5128 -0.2023 0.321
O -0.5707 0.2673 -1.2735 -0.682
C 0.5091 -0.5963 0.7666 0.305
N -0.1184 -0.2474 2.1330 -0.677
C 0.2024 -2.0095 0.3714 -0.681
S 1.8050 -2.8580 0.4853 -0.284
H 1.0992 1.8627 0.9992 0.230
H 0.7220 2.5147 -0.4861 0.274
H 1.6246 -0.5316 0.5218 0.152
H 0.6155 -0.0010 2.8584 0.249
H -0.6340 -1.0827 2.4424 0.270
H -0.1670 -1.7953 -0.6306 0.335
H -0.3659 -2.5749 1.1101 0.374
H 2.4327 -2.5244 -0.7155 0.142
O -2.6372 2.4830 -3.2068 -0.637
H -2.1600 1.9202 -2.7067 0.318
H -3.1516 3.0586 -2.5542 0.316
```

Properties
net charge: 0
E_HOMO: -0.3278 Ha
multiplicity: 1
gap between HOMO and LUMO: 9.440 eV
lowest unoccupied orbital energy: 0.52 eV
structure (SMILES): NC(=O)[C@@H](N)CS.O

=====

No. 12
Below is 2 unconnected molecules or ions with the total composition C3H10N2O3 at a distorted geometry, with properties calculated with ωB97M-V/def2-TZVPD.

```
18
Properties=species:S:1:pos:R:3:mulliken_charge:R:1
C 0.0640 -1.6891 2.3946 -0.688
O 0.7312 -0.7486 1.5644 -0.368
C 0.1474 0.5180 1.4888 0.705
N 1.1001 1.3328 0.9929 -0.431
O -0.9841 0.7736 1.7942 -0.579
H 0.2193 -2.6759 1.9649 0.232
H -1.0053 -1.4579 2.4330 0.337
H 0.4761 -1.6463 3.4003 0.274
H 0.7918 2.1791 0.5438 0.267
H 1.8968 0.7660 0.6601 0.255
C -0.0262 0.8362 -2.9723 -0.576
O -0.0571 0.5780 -1.5847 -0.165
N -1.0684 -0.3965 -1.2889 -0.629
H -0.9835 1.2351 -3.3187 0.261
H 0.7565 1.5799 -3.1115 0.231
H 0.2119 -0.0704 -3.5356 0.256
H -0.5845 -1.1584 -0.8168 0.293
H -1.6860 0.0443 -0.6086 0.325
```

Properties
net charge: 0
E_HOMO: -0.3573 Ha
multiplicity: 1
gap between HOMO and LUMO: 10.562 eV
lowest unoccupied orbital energy: 0.84 eV
structure (SMILES): COC(N)=O.CON

=====

No. 13
Below is 2 unconnected molecules or ions with the total composition C3H10N2O3 at a distorted geometry, with properties calculated with ωB97M-V/def2-TZVPD.

```
18
Properties=species:S:1:pos:R:3:mulliken_charge:R:1
C 0.8562 -1.3888 -0.2425 -1.439
C 0.0362 -0.8750 0.9399 0.703
N -1.3128 -1.4414 0.9460 -0.677
C -0.0662 0.6465 0.8985 0.394
O 0.7943 1.3984 1.3558 -0.707
O -1.2651 1.1168 0.5475 -0.472
H 1.0463 -2.4552 -0.1287 0.432
H 0.3033 -1.2355 -1.1679 0.344
H 1.8043 -0.8608 -0.3089 0.358
H 0.5649 -1.1269 1.8712 0.215
H -1.3889 -2.2705 0.3660 0.211
H -1.6072 -1.6940 1.8824 0.213
H -1.7744 0.3589 0.1939 0.395
N 0.2183 2.2981 -1.8605 -0.444
O 1.0998 1.4567 -1.1195 -0.408
H -0.6273 2.4008 -1.2962 0.242
H -0.0322 1.7522 -2.6840 0.243
H 1.3505 1.9198 -0.1932 0.396
```

Properties
net charge: 0
E_HOMO: -0.3171 Ha
multiplicity: 1
gap between HOMO and LUMO: 9.250 eV
lowest unoccupied orbital energy: 0.62 eV
structure (SMILES): C[C@H](N)C(=O)O.NO

=====

No. 14
Below is 2 unconnected molecules or ions with the total composition C3H10N2O3 at a distorted geometry, with properties calculated with ωB97M-V/def2-TZVPD.

```
18
Properties=species:S:1:pos:R:3:mulliken_charge:R:1
N -1.8705 -0.7978 -0.9916 -0.376
C -1.1814 -0.4070 0.1490 0.393
O -1.7875 0.3063 0.9278 -0.683
C 0.3329 -0.5707 0.1751 0.338
N 0.7770 -1.8371 -0.3727 -0.673
C 0.8611 0.6112 -0.6839 -0.550
O 2.2462 0.4439 -0.9743 -0.565
H -2.8180 -0.4482 -1.0997 0.240
H -1.6793 -1.6063 -1.5513 0.140
H 0.5577 -0.5596 1.2421 0.272
H 0.2173 -2.3157 -1.0644 0.179
H 1.7123 -1.7289 -0.7368 0.270
H 0.7923 1.6041 -0.2556 0.305
H 0.2361 0.5083 -1.5789 0.331
H 2.7060 0.7935 -0.2197 0.338
O -0.0357 2.1534 2.1365 -0.630
H -0.7947 1.5958 1.8354 0.377
H -0.2718 2.2549 3.0630 0.293
```

Properties
net charge: 0
E_HOMO: -0.3503 Ha
multiplicity: 1
gap between HOMO and LUMO: 10.243 eV
lowest unoccupied orbital energy: 0.71 eV
structure (SMILES): NC(=O)[C@@H](N)CO.O

=====

No. 15
Below is 2 unconnected molecules or ions with the total composition C3H10N2OP at a distorted geometry, with properties calculated with ωB97M-V/def2-TZVPD.

```
17
Properties=species:S:1:pos:R:3:mulliken_charge:R:1
C -0.8650 -0.1587 0.9438 0.387
C -2.2158 0.0173 1.6233 -0.885
C -0.5769 0.8619 -0.2139 0.606
N 0.0235 -1.0106 1.1715 -0.545
N -1.3735 0.7602 -1.2176 -0.312
O 0.4575 1.6026 -0.2890 -0.410
P 2.8703 -1.1499 -1.3651 -0.216
H -2.0285 0.9031 2.2818 0.296
H -2.9599 0.1661 0.7717 0.323
H -2.4952 -0.8423 2.2699 0.306
H 0.9015 -0.9335 0.8642 0.157
H -1.3514 1.3249 -2.0588 0.280
H -2.3105 0.1227 -1.1133 0.326
H 3.6474 -1.9559 -2.1333 0.099
H 1.0961 1.6315 0.4185 0.417
H 3.6410 -1.3669 -0.2056 0.089
H 3.5394 0.0275 -1.7481 0.082
```

Properties
net charge: +1
E_HOMO: -0.4886 Ha
multiplicity: 1
gap between HOMO and LUMO: 9.128 eV
lowest unoccupied orbital energy: -4.17 eV